Below is a molecular structure, CH14NO5 in a non-equilibrium geometry, with properties calculated with ωB97M-V with the def2-TZVPD basis set.

Results
HOMO-LUMO gap = 4.3368 eV
LUMO energy = -10.418 eV
Energy above the lowest of the compared OMol25 structures with the same formula, charge and spin = 8.593 eV

ORCA input file:
```
! RIJCOSX wB97M-V def2-TZVPD def2/J DEFGRID3
* xyz 1 1
O -1.65 0.29 0.14
O -4.48 0.40 0.37
O 0.56 1.19 -1.51
O -0.08 -1.80 0.02
O 1.57 -1.31 -1.51
N 2.09 0.00 1.10
C 2.09 1.42 1.03
H 1.01 0.36 -1.49
H 0.66 -1.63 -0.82
H -0.40 0.96 -1.39
H 2.00 -0.48 0.23
H 2.93 1.73 0.39
H -0.32 -2.63 0.32
H 2.86 -0.50 1.54
H -2.61 0.15 0.07
H 2.41 1.79 1.99
H -4.97 0.21 1.14
H -1.19 -0.56 0.28
H -5.13 0.60 -0.31
H 1.55 -1.86 -2.26
H 1.09 1.67 0.67
*
```

---

Below is 6 unconnected molecules or ions with the total composition CH14NO6 in a non-equilibrium geometry, with properties calculated with ωB97M-V with the def2-TZVPD basis set.

Results
HOMO-LUMO gap = 9.1691 eV
LUMO energy = 3.716 eV
Energy above the lowest of the compared OMol25 structures with the same formula, charge and spin = 1.449 eV

ORCA input file:
```
! RIJCOSX wB97M-V def2-TZVPD def2/J DEFGRID3
* xyz -1 1
O 0.66 -1.39 2.15
O -0.46 2.39 0.87
O 0.63 -0.38 -0.20
O -1.36 -1.80 -0.52
O 3.10 0.58 1.44
O -3.04 -0.26 0.57
N -0.47 0.79 -1.93
C 0.85 0.21 -1.40
H -0.54 -1.08 -0.27
H -0.46 2.12 -0.06
H -0.15 1.59 1.30
H 1.22 -0.51 -2.11
H 1.59 1.02 -1.42
H -1.24 0.19 -1.70
H -2.30 0.27 0.25
H 2.43 -0.06 1.68
H 0.71 -2.34 2.29
H -0.49 1.75 -1.54
H -1.07 -1.87 -1.44
H 0.79 -1.21 1.19
H -2.98 -1.09 0.05
H 2.59 1.11 0.81
*
```

---

Below is 6 unconnected molecules or ions with the total composition CH14O5S in a non-equilibrium geometry, with properties calculated with ωB97M-V with the def2-TZVPD basis set.

Results
HOMO-LUMO gap = 9.1611 eV
LUMO energy = 0.480 eV
SMILES = CS.O.O.O.O.O
Energy above the lowest of the compared OMol25 structures with the same formula, charge and spin = 0.438 eV

ORCA input file:
```
! RIJCOSX wB97M-V def2-TZVPD def2/J DEFGRID3
* xyz 0 1
S -3.34 0.23 1.46
O 1.72 -2.05 -0.77
O 2.28 -0.03 -2.70
O 1.10 0.65 0.32
O -1.38 3.23 0.10
O 1.15 -1.69 1.94
C -2.43 -0.49 0.04
H 1.01 -1.47 -1.02
H -1.37 -0.27 0.09
H -2.44 -0.12 2.39
H 2.91 0.67 -2.86
H 1.18 0.05 1.09
H -2.51 -1.56 0.17
H 1.87 0.23 -1.85
H -1.84 2.95 -0.70
H -1.41 4.18 0.14
H -2.93 -0.11 -0.85
H 0.92 1.54 0.63
H 1.12 -2.27 1.16
H 2.50 -1.82 -1.27
H 1.90 -1.88 2.49
*
```

---

Below is 6 unconnected molecules or ions with the total composition CH14O6 in a non-equilibrium geometry, with properties calculated with ωB97M-V with the def2-TZVPD basis set.

Results
HOMO-LUMO gap = 10.7121 eV
LUMO energy = 0.419 eV
SMILES = CO.O.O.O.O.O
Energy above the lowest of the compared OMol25 structures with the same formula, charge and spin = 3.227 eV

ORCA input file:
```
! RIJCOSX wB97M-V def2-TZVPD def2/J DEFGRID3
* xyz 0 1
O -0.97 -0.01 1.97
O -1.06 2.14 0.70
O 1.51 1.12 0.27
O 0.55 -1.53 0.23
O -1.75 0.80 -1.33
O 0.13 -0.56 -2.31
C 1.83 -2.26 0.39
H 2.26 -2.29 -0.56
H -0.91 0.22 1.06
H 1.19 1.27 -0.79
H -0.20 1.61 1.14
H 0.26 -1.54 1.27
H 0.02 -1.54 -2.21
H -1.82 -0.08 2.20
H 1.46 0.18 0.30
H -0.83 3.01 0.94
H -1.63 0.29 -0.47
H -1.59 1.68 -1.06
H 2.41 -1.64 0.97
H -0.66 -0.07 -2.06
H 1.88 -3.26 0.60
*
```

---

Below is a molecular structure, CH15CuO10 in a non-equilibrium geometry, with properties calculated with ωB97M-V with the def2-TZVPD basis set.

Results
HOMO-LUMO gap = 6.5098 eV
LUMO energy = -0.596 eV

ORCA input file:
```
! RIJCOSX wB97M-V def2-TZVPD def2/J DEFGRID3
* xyz 0 1
Cu 1.62 -0.33 -3.56
O 0.16 -0.46 -2.17
O 2.38 1.11 -2.65
O 3.07 0.52 -4.52
O 2.53 -2.03 -2.89
O -1.22 1.62 -3.69
O 3.38 2.59 -3.98
O 1.37 -3.72 -4.96
O 0.47 -0.76 -4.98
O 2.36 0.66 -0.15
O 3.04 -1.24 -6.60
C 2.90 1.36 -3.70
H 3.54 -2.08 -2.98
H -0.73 -0.85 -2.27
H 3.16 3.26 -3.34
H 2.26 0.88 -1.10
H -0.66 1.03 -3.24
H 2.05 -1.26 -6.71
H 0.49 -0.98 -1.46
H 2.36 -2.20 -1.96
H 1.58 0.18 0.13
H 1.42 -2.93 -4.46
H 0.40 -0.11 -5.71
H 3.09 -0.73 -5.78
H 2.29 -3.98 -5.07
H -0.71 2.40 -3.79
H -0.41 -1.23 -5.12
*
```

---

Below is 6 unconnected molecules or ions with the total composition CH15NO5 in a non-equilibrium geometry, with properties calculated with ωB97M-V with the def2-TZVPD basis set.

Results
HOMO-LUMO gap = 9.5468 eV
LUMO energy = -0.086 eV
SMILES = CN.O.O.O.O.O
Energy above the lowest of the compared OMol25 structures with the same formula, charge and spin = 0.960 eV

ORCA input file:
```
! RIJCOSX wB97M-V def2-TZVPD def2/J DEFGRID3
* xyz 0 1
O 1.24 -0.67 -1.77
O 3.18 1.14 -0.59
O -1.63 -0.93 -2.05
O -0.01 -1.26 4.10
O -2.58 2.64 -1.75
N -0.17 -1.42 1.09
C -0.29 0.03 1.09
H -0.98 -1.84 0.64
H -0.69 -0.67 -2.03
H -0.72 0.39 0.15
H -1.05 0.32 1.82
H -0.28 -1.49 3.20
H 2.71 1.95 -0.35
H -1.87 2.87 -1.15
H 0.60 -1.72 0.51
H 2.06 -1.14 -1.98
H 3.86 1.02 0.08
H 0.68 0.51 1.22
H -2.13 2.27 -2.52
H -2.06 -0.12 -1.74
H -0.55 -0.50 4.34
H 1.57 0.06 -1.22
*
```

---

Below is a molecular structure, CH16MnO10 in a non-equilibrium geometry, with properties calculated with ωB97M-V with the def2-TZVPD basis set.

Results
HOMO-LUMO gap (spin up / spin down) = 6.6716 / 3.3541 eV
LUMO energy (spin up / spin down) = -13.577 / -16.638 eV
⟨S²⟩ = 12.011

ORCA input file:
```
! RIJCOSX wB97M-V def2-TZVPD def2/J DEFGRID3
* xyz 3 7
Mn 2.49 1.30 0.73
O -1.01 -3.05 0.46
O -2.61 0.36 1.73
O 2.11 1.05 -2.88
O 1.08 -0.98 3.46
O -0.72 -0.34 -0.27
O 1.45 -0.11 -0.58
O 2.23 -2.67 -1.07
O 0.53 0.80 1.08
O -2.33 0.25 -2.20
O -0.45 3.31 1.58
C 0.39 0.07 0.05
H 2.88 1.57 -2.64
H -2.03 0.43 2.49
H -0.11 2.42 1.47
H 1.83 0.55 -2.11
H -1.24 -3.28 -0.44
H 0.66 -0.40 2.83
H -3.20 0.09 -1.85
H -0.92 -2.09 0.44
H 0.42 -1.13 4.13
H 1.43 1.65 -3.18
H 2.20 -2.87 -0.14
H 2.01 -1.74 -1.12
H -2.02 0.23 0.99
H -1.21 3.35 0.99
H -1.70 0.09 -1.49
H -2.17 1.16 -2.47
*
```

---

Below is a molecular structure, CH16N2O7 in a non-equilibrium geometry, with properties calculated with ωB97M-V with the def2-TZVPD basis set.

Results
HOMO-LUMO gap = 8.2911 eV
LUMO energy = 0.009 eV
Energy above the lowest of the compared OMol25 structures with the same formula, charge and spin = 9.467 eV

ORCA input file:
```
! RIJCOSX wB97M-V def2-TZVPD def2/J DEFGRID3
* xyz 0 1
O -2.12 0.41 -1.14
O -0.19 0.12 2.63
O 0.48 -0.23 -1.80
O 1.41 -2.09 1.62
O -1.50 -1.73 -1.42
O -0.40 -0.35 0.03
O 1.79 0.74 2.11
N -0.69 1.67 -1.77
N 1.34 1.84 -1.99
C 0.44 1.00 -1.84
H 2.42 0.02 2.19
H -1.42 1.12 -1.34
H 0.04 -0.31 -0.82
H -1.64 0.05 -0.39
H 1.41 -3.03 1.78
H -0.33 -0.82 2.59
H 0.94 0.33 2.30
H -0.60 -2.03 -1.26
H 0.28 -0.66 0.63
H -2.05 -2.43 -1.09
H -0.80 2.63 -2.08
H -0.56 0.39 3.47
H 1.31 -1.70 2.49
H 2.29 1.51 -2.10
H 1.09 2.82 -2.02
H -2.94 0.72 -0.78
*
```

---

Below is 7 unconnected molecules or ions with the total composition CH16O6, with properties calculated with ωB97M-V with the def2-TZVPD basis set.

Results
HOMO-LUMO gap = 11.6120 eV
LUMO energy = 0.370 eV
SMILES = C.O.O.O.O.O.O
Energy above the lowest of the compared OMol25 structures with the same formula, charge and spin = 0.049 eV

ORCA input file:
```
! RIJCOSX wB97M-V def2-TZVPD def2/J DEFGRID3
* xyz 0 1
O -2.07 0.46 -0.27
O -1.53 -2.14 0.32
O -0.11 1.79 -1.80
O 2.21 0.14 -1.69
O -1.15 2.29 2.06
O 0.35 -2.01 -1.62
C 1.44 -0.18 1.71
H -0.23 -1.49 -2.18
H 2.50 -0.20 1.94
H 1.22 -1.59 -1.73
H 0.08 2.55 -1.24
H 1.12 -1.14 1.32
H -0.80 1.31 -1.31
H 2.71 0.40 -0.91
H -0.71 -2.27 -0.22
H -0.31 1.89 1.83
H -3.03 0.53 -0.33
H 1.16 0.58 0.99
H 1.51 0.81 -1.80
H 0.91 -0.01 2.63
H -1.67 -2.98 0.77
H -1.86 -0.47 -0.02
H -1.76 1.73 1.55
*
```

---

Below is a molecular structure, CH17O10V in a non-equilibrium geometry, with properties calculated with ωB97M-V with the def2-TZVPD basis set.

Results
HOMO-LUMO gap = 4.7760 eV
LUMO energy = -2.414 eV
Energy above the lowest of the compared OMol25 structures with the same formula, charge and spin = 6.327 eV

ORCA input file:
```
! RIJCOSX wB97M-V def2-TZVPD def2/J DEFGRID3
* xyz 0 1
V 1.25 0.56 -0.61
O -4.07 2.69 0.50
O -0.25 -0.41 2.42
O 0.95 -0.71 -1.54
O -3.62 0.54 -2.65
O 0.18 1.64 -0.82
O 0.02 -5.46 -1.69
O 3.14 2.60 1.28
O 3.53 1.72 -2.60
O 4.32 -1.17 0.37
O -2.23 -2.29 -0.34
C -1.15 0.05 3.39
H -4.80 2.18 0.83
H -4.48 0.68 -3.05
H -1.57 -1.96 0.28
H 4.70 -0.94 1.22
H 3.78 1.44 -3.48
H -0.70 0.72 4.13
H -0.60 -5.97 -2.21
H -1.85 0.74 2.92
H 4.08 2.76 1.28
H -1.71 -0.68 3.97
H -3.56 1.21 -1.96
H -2.48 -1.52 -0.86
H 4.18 2.37 -2.36
H -0.45 -4.65 -1.47
H 3.96 -2.04 0.50
H 2.76 3.46 1.48
H -3.33 2.45 1.07
*
```

---

Below is 9 unconnected molecules or ions with the total composition CH17O11 in a non-equilibrium geometry, with properties calculated with ωB97M-V with the def2-TZVPD basis set.

Results
HOMO-LUMO gap = 9.3207 eV
LUMO energy = 2.350 eV
Energy above the lowest of the compared OMol25 structures with the same formula, charge and spin = 2.431 eV

ORCA input file:
```
! RIJCOSX wB97M-V def2-TZVPD def2/J DEFGRID3
* xyz -1 1
O 0.31 -1.16 0.13
O -1.63 -0.97 -2.70
O 2.39 -2.25 -1.05
O -0.11 0.56 -1.15
O 0.21 1.78 -3.53
O -0.56 -3.56 0.49
O 1.02 3.07 -0.68
O 2.65 -1.21 2.09
O -1.56 0.81 3.96
O -3.03 2.23 -0.33
O -0.65 0.72 1.03
C -0.13 -0.05 -0.04
H -0.20 -2.59 0.48
H 2.01 -1.18 1.39
H -2.32 1.64 0.17
H 0.20 1.30 -2.79
H 1.63 -1.96 -0.69
H 0.75 2.76 -3.34
H 2.94 -0.22 2.34
H 0.76 2.12 -0.79
H 1.07 3.07 0.22
H -0.77 0.85 4.33
H 0.01 -3.90 1.14
H -2.42 3.11 -0.34
H -0.74 0.16 1.82
H 2.06 -3.01 -1.51
H -0.97 -1.66 -2.69
H -1.74 -0.12 3.97
H -1.19 -0.35 -1.94
*
```

---

Please write out number 7 again, unchanged.
Below is a molecular structure, CH16MnO10 in a non-equilibrium geometry, with properties calculated with ωB97M-V with the def2-TZVPD basis set.

Results
HOMO-LUMO gap (spin up / spin down) = 6.6716 / 3.3541 eV
LUMO energy (spin up / spin down) = -13.577 / -16.638 eV
⟨S²⟩ = 12.011

ORCA input file:
```
! RIJCOSX wB97M-V def2-TZVPD def2/J DEFGRID3
* xyz 3 7
Mn 2.49 1.30 0.73
O -1.01 -3.05 0.46
O -2.61 0.36 1.73
O 2.11 1.05 -2.88
O 1.08 -0.98 3.46
O -0.72 -0.34 -0.27
O 1.45 -0.11 -0.58
O 2.23 -2.67 -1.07
O 0.53 0.80 1.08
O -2.33 0.25 -2.20
O -0.45 3.31 1.58
C 0.39 0.07 0.05
H 2.88 1.57 -2.64
H -2.03 0.43 2.49
H -0.11 2.42 1.47
H 1.83 0.55 -2.11
H -1.24 -3.28 -0.44
H 0.66 -0.40 2.83
H -3.20 0.09 -1.85
H -0.92 -2.09 0.44
H 0.42 -1.13 4.13
H 1.43 1.65 -3.18
H 2.20 -2.87 -0.14
H 2.01 -1.74 -1.12
H -2.02 0.23 0.99
H -1.21 3.35 0.99
H -1.70 0.09 -1.49
H -2.17 1.16 -2.47
*
```

---

- Which formula does entry 1 have?
  CH14NO5

---

- Which formula does entry 9 have?
  CH16O6